75
Properties=species:S:1:pos:R:3 method="wB97M-V/def2-TZVPD" e_tot_ha=-2310.5620 charge=-1 gap_ev=6.573
O 1.9823 3.0552 3.9450
C 2.5821 2.5891 3.0249
F 2.7224 3.2617 1.8406
N 3.1402 1.2648 3.2032
C 2.2160 0.2142 2.7613
O 1.9560 -0.6757 3.5296
C 1.5777 0.1323 1.3437
C 2.1637 -0.5301 0.3162
C 3.5396 -1.2599 0.5241
C 3.4593 -2.6907 0.6788
C 4.6808 -3.4607 0.9244
C 5.8686 -2.5986 0.9830
C 5.7307 -1.1801 0.7630
N 4.6173 -0.4141 0.5270
C 1.4454 -0.6094 -1.0889
O 2.0484 -0.5812 -2.1235
C -0.1188 -0.7260 -0.9934
C -0.9322 -1.5187 -1.9238
C -0.2635 -2.3190 -3.1073
O -0.2155 -3.5579 -2.9781
O 0.1700 -1.6252 -4.0877
C -2.3760 -1.5648 -1.6810
C -3.0185 -0.8557 -0.5559
C -2.2057 -0.0676 0.3741
C -2.8783 0.6467 1.5874
C -2.4969 -0.0064 2.9974
C -2.0045 -1.4993 2.8873
O -0.5787 -1.6198 2.6963
C -0.7569 -0.0026 0.1461
C 0.1802 0.8076 1.0980
O -0.1221 1.8795 1.5799
H 4.0038 1.1435 2.6555
H 2.4753 -3.2098 0.6137
H 4.7032 -4.5624 1.0581
H 6.8705 -3.0391 1.1935
H 6.6901 -0.5902 0.7879
H -2.9896 -2.1942 -2.3751
H -4.1198 -0.9539 -0.4224
H -2.6116 1.7332 1.5808
H -3.9950 0.5128 1.4825
H -3.3703 -0.0070 3.7094
H -1.6411 0.5998 3.3966
H -2.2301 -2.0265 3.8671
H -2.5495 -2.0997 2.1056
H -0.1238 -1.6978 3.5497
C -1.3095 -5.8373 -4.7740
C -2.1371 -6.2007 -5.9905
O -3.3462 -6.8872 -5.6176
C -4.3229 -6.1185 -5.1312
O -4.2882 -4.9245 -4.9887
O -5.3539 -6.9169 -4.7999
C -6.4333 -6.2294 -4.1733
H -1.1176 -6.7235 -4.1634
H -0.3574 -5.3976 -5.0708
H -1.8294 -5.1211 -4.1393
H -1.5725 -6.8910 -6.6203
H -2.3663 -5.3232 -6.5991
H -6.7676 -5.3834 -4.7747
H -6.1344 -5.8970 -3.1779
H -7.2598 -6.9320 -4.0727
C 2.4576 10.2048 1.5611
C 1.0068 9.9599 1.9275
O 0.5855 8.6506 1.5336
C 1.0024 7.6476 2.3224
O 1.6784 7.7614 3.3148
O 0.5609 6.5019 1.8019
C 1.0181 5.3311 2.4935
H 2.6217 10.0130 0.4985
H 2.7436 11.2342 1.7852
H 3.1220 9.5373 2.1119
H 0.3728 10.6649 1.3871
H 0.8278 10.1168 2.9937
H 0.7950 5.3883 3.5581
H 2.0825 5.2028 2.3331
H 0.4956 4.4725 2.0763

---

63
Properties=species:S:1:pos:R:3 method="wB97M-V/def2-TZVPD" e_tot_ha=-1362.2809 charge=+1 gap_ev=4.380
C 3.3077 -0.2591 2.8729
C 2.1166 0.0540 3.7846
C 0.9904 -0.8435 3.6254
N -0.0183 -0.5331 2.7210
C -0.3747 0.7860 2.4777
C -1.5017 1.0915 1.7245
C -2.3506 0.0714 1.2798
C -1.9423 -1.2574 1.4492
C -0.8043 -1.5467 2.1815
O 2.1119 0.9963 4.5986
H 3.5190 -1.3356 2.8502
H 3.1210 0.0344 1.8285
H 4.2027 0.2775 3.2234
H 1.1300 -1.9070 3.7967
H 0.2458 1.5472 2.9307
H -1.7260 2.1369 1.5370
H -3.3093 0.2956 0.8175
H -2.5479 -2.0775 1.0580
H -0.4703 -2.5638 2.3794
C 2.9526 0.5962 9.1190
C 3.0958 -0.2710 7.9309
N 4.2362 -0.3498 7.1977
C 5.4692 0.3661 7.4935
C 4.1277 -1.3258 6.2004
C 2.8440 -1.9030 6.3160
C 2.5486 -3.0340 5.5454
C 3.5472 -3.5434 4.6982
C 4.8008 -2.9155 4.5624
C 5.0993 -1.7780 5.3280
C 2.1560 -1.2004 7.3931
C 0.8296 -1.3047 7.8141
C -0.2341 -2.1905 7.4931
C -0.6837 -3.3782 8.1478
C -0.2249 -3.9723 9.4207
N -1.8044 -3.8239 7.5090
C -2.5405 -5.0117 7.9148
C -2.2241 -2.8885 6.5495
C -1.2907 -1.8229 6.5667
C -1.5549 -0.6909 5.8053
C -2.6580 -0.6802 4.9542
C -3.5347 -1.7792 4.8604
C -3.3403 -2.8888 5.7110
H 1.8923 0.6126 9.3977
H 3.5122 0.2700 10.0130
H 3.2979 1.6140 8.8834
H 6.1035 0.3558 6.6079
H 5.2488 1.4036 7.7767
H 6.0294 -0.1229 8.3042
H 1.5724 -3.4958 5.6574
H 3.3206 -4.4319 4.1110
H 5.5333 -3.3155 3.8652
H 6.0445 -1.2299 5.2481
H 0.5837 -0.5847 8.5953
H 0.6950 -3.4669 9.7357
H -0.9701 -3.8426 10.2271
H -0.0086 -5.0485 9.3663
H -3.1582 -5.3519 7.0824
H -1.8440 -5.8161 8.1844
H -3.2068 -4.8215 8.7709
H -0.8564 0.1518 5.8746
H -2.8370 0.1797 4.3124
H -4.3380 -1.7635 4.1220
H -4.0097 -3.7460 5.7223

---

73
Properties=species:S:1:pos:R:3 method="wB97M-V/def2-TZVPD" e_tot_ha=-6086.5739 charge=-1 gap_ev="5.681 / 6.748" multiplicity=2
Ti -0.7995 -0.5029 -0.6813
C -0.5149 1.3701 -3.3575
O -0.8430 1.2665 -1.9499
C -1.7821 2.2840 -1.4770
C -1.9861 3.4611 -2.1494
C -2.8523 4.4016 -1.7009
C -3.5376 4.0992 -0.5131
C -3.1458 2.9788 0.2567
C -2.2670 2.0064 -0.1921
N -1.6694 0.9763 0.4479
N -1.8461 1.0665 1.7554
C -1.3393 0.0730 2.5519
C -0.6390 -1.1102 2.2018
O -0.4894 -1.3910 0.9113
C -0.2137 -2.0356 3.1889
C -0.4207 -1.8081 4.5114
C -0.9309 -0.5317 4.9027
C -0.9111 -0.2221 6.3006
C -1.4506 0.9577 6.7355
C -2.0295 1.9023 5.8601
C -2.0597 1.5876 4.4896
C -1.4424 0.4305 3.9392
H 0.1216 2.2225 -3.4297
H 0.0066 0.4878 -3.6568
H -1.4634 1.5545 -3.9141
H -1.3604 3.5326 -3.0396
H -2.9891 5.3513 -2.1824
H -4.1879 4.8128 -0.0414
H -3.6320 2.8145 1.2327
H 0.1536 -2.9589 2.8287
H -0.1577 -2.5220 5.2940
H -0.4917 -0.8143 7.0637
H -1.4099 1.1091 7.7944
H -2.3422 2.9221 6.1118
H -2.4728 2.2930 3.7804
Se -2.3960 -1.6971 -1.8010
N 2.0911 5.5176 -4.5745
C 2.0089 4.4488 -3.6301
C 1.1409 4.4793 -2.5229
C 1.2537 3.4530 -1.5780
C 2.1855 2.4628 -1.7055
C 2.9749 2.3683 -2.8741
C 2.7901 3.3316 -3.8381
S 2.5653 1.2903 -0.3799
O 2.4646 1.9165 0.9328
O 3.8748 0.8414 -0.8184
N 1.4845 0.1490 -0.5248
C 1.7985 -1.0076 -1.1030
S 3.3489 -1.8543 -1.3478
C 2.4412 -3.2025 -2.0146
C 1.1153 -2.9207 -2.0985
N 0.7845 -1.6861 -1.5792
H 1.2127 5.8914 -4.7759
H 2.6038 5.2220 -5.4115
H 0.4428 5.3106 -2.3597
H 0.6592 3.2981 -0.6672
H 3.7278 1.6077 -2.9127
H 3.2857 3.3057 -4.8036
H 2.9694 -4.0914 -2.2765
H 0.3883 -3.6063 -2.4969
C -0.1822 -4.4109 0.3280
P 1.2870 -5.5290 0.5553
C 0.3506 -6.8228 1.4990
C 1.3424 -6.4466 -1.0184
H -0.7248 -4.6104 -0.5984
H 0.1635 -3.4055 0.2272
H -0.9108 -4.4676 1.1604
H -0.4202 -7.2397 0.8886
H -0.0129 -6.4115 2.4329
H 1.0961 -7.5620 1.8133
H 0.3298 -6.7885 -1.3738
H 2.0066 -7.3531 -0.8505
H 1.8537 -5.8452 -1.7753

---

75
Properties=species:S:1:pos:R:3 method="wB97M-V/def2-TZVPD" e_tot_ha=-8160.7481 charge=-1 gap_ev=8.157
Ca -0.2525 0.0042 0.1012
Br -2.8010 5.2560 2.2047
C -1.6814 3.8840 2.9238
C -0.4975 4.2711 3.5233
C 0.2891 3.2514 4.0362
C -0.1445 1.9390 3.9227
C -1.3501 1.6819 3.2735
N -2.1113 2.6617 2.7823
C -1.8036 0.2386 3.0144
O -2.2833 -0.4089 3.9506
O -1.5982 -0.1341 1.8184
H -0.2114 5.3104 3.5788
H 1.2352 3.4827 4.5092
H 0.4454 1.1114 4.2900
Cl 3.1386 -0.6175 -2.3713
C 1.8988 -1.8602 -2.5572
C 0.4474 -1.3083 -2.5772
O -0.4002 -2.0904 -3.0456
O 0.2340 -0.1829 -2.0687
H 1.9990 -2.5225 -1.7003
H 2.1104 -2.4057 -3.4731
C -3.7264 -4.4013 -1.7773
N -2.5760 -4.3420 -0.9182
N -2.0708 -3.1138 -0.5157
C -0.7385 -3.2244 -0.2156
O -0.0220 -2.2846 0.1826
C -0.4178 -4.6089 -0.4509
C -1.5419 -5.2223 -0.9198
C -1.7339 -6.6148 -1.4073
C -2.9172 -1.9989 -0.3242
C -3.7417 -1.9555 0.7946
C -4.5539 -0.8527 0.9894
C -4.5299 0.1941 0.0828
C -3.7041 0.1405 -1.0292
C -2.8909 -0.9642 -1.2440
H -4.4131 -3.6068 -1.4950
H -4.2252 -5.3593 -1.6329
H -3.4525 -4.2773 -2.8310
H 0.5531 -5.0460 -0.3063
H -0.8018 -7.1647 -1.3139
H -2.0336 -6.6259 -2.4564
H -2.5016 -7.1319 -0.8297
H -3.6920 -2.7488 1.5280
H -5.1610 -0.7866 1.8808
H -5.1318 1.0753 0.2625
H -3.6593 0.9737 -1.7171
H -2.2206 -1.0318 -2.0942
C 1.4263 2.7258 -2.6675
As 0.2963 3.6944 -1.4299
C 1.3447 4.7652 -0.1895
C -0.4984 5.0881 -2.5614
S -1.2902 2.6442 -0.5564
H 1.8882 3.4470 -3.3421
H 0.7804 2.0393 -3.2129
H 2.1713 2.1512 -2.1302
H 2.2116 5.1740 -0.7074
H 1.6695 4.1498 0.6403
H 0.6949 5.5734 0.1520
H 0.2728 5.7602 -2.9452
H -1.2172 5.6499 -1.9650
H -1.0238 4.6198 -3.3940
O 2.4744 2.1405 0.2233
C 2.5767 1.0362 0.7902
O 1.6221 0.3243 1.1861
C 3.9668 0.4699 1.0221
C 4.1195 -0.8122 1.5345
C 5.3850 -1.3377 1.7289
C 6.5066 -0.5838 1.4175
C 6.3597 0.6970 0.9062
C 5.0938 1.2205 0.7075
H 3.2289 -1.3816 1.7653
H 5.4988 -2.3405 2.1227
H 7.4968 -0.9966 1.5692
H 7.2351 1.2855 0.6586
H 4.9509 2.2129 0.2994